[1]
This record from the OMol25 dataset describes a cluster of 3 separate species, C15H27B3BrFO10 in total. The level of theory is ωB97M-V/def2-TZVPD.

Each line ends with the natural charge from an NBO analysis.
Cartesian coordinates (Å):
1 C -2.2964 0.8917 -7.5322  -0.7218
2 C -2.2829 -0.5434 -6.7642  0.7993
3 O -1.2828 -1.2815 -6.9576  -0.5808
4 O -3.4309 -0.8511 -5.9862  -0.5346
5 C -3.1237 -1.6681 -4.8252  -0.0862
6 C -3.7710 -0.9542 -3.4993  -0.4137
7 C -2.5319 -0.2267 -2.7449  -0.8206
8 B -2.9544 1.0059 -1.7843  1.2020
9 O -4.2980 1.4719 -1.5161  -0.9102
10 B -4.3579 2.8973 -1.3089  1.0430
11 Br -6.1600 3.7387 -0.9526  -0.1448
12 O -3.2424 3.8150 -1.3478  -0.9035
13 B -2.0462 3.1040 -1.7315  1.2034
14 C -0.9126 3.6085 -2.7799  -0.8905
15 C 0.3170 2.5486 -2.7928  0.8981
16 O 1.2790 2.6363 -1.9810  -0.5426
17 F 0.3507 1.4585 -3.7444  -0.3603
18 O -1.8640 1.7688 -1.1496  -0.8999
19 H -1.2552 1.1079 -7.9575  0.2487
20 H -3.0150 0.7555 -8.4303  0.2445
21 H -2.6388 1.7353 -6.8268  0.2263
22 H -3.6416 -2.6852 -4.9125  0.1948
23 H -2.0119 -1.7973 -4.5991  0.2106
24 H -4.1757 -1.7654 -2.7753  0.2176
25 H -4.5800 -0.1830 -3.7818  0.2297
26 H -1.8247 -0.9781 -2.2110  0.2673
27 H -1.8785 0.2294 -3.5945  0.2500
28 H -1.3791 3.5360 -3.8394  0.2758
29 H -0.5633 4.6736 -2.5601  0.2985
30 O 4.9208 0.5024 3.2374  -0.5889
31 C 4.0109 0.6833 2.4569  0.8009
32 O 3.7978 1.9082 1.9393  -0.5087
33 C 2.8857 2.1836 0.8646  -0.0676
34 C 1.4823 2.4127 1.3874  -0.6384
35 C 3.0480 -0.4210 2.1270  -0.7589
36 H 2.9279 1.4028 0.1017  0.1842
37 H 3.2440 3.0991 0.3867  0.1999
38 H 1.0889 1.5231 1.8844  0.2105
39 H 0.8071 2.6805 0.5722  0.2238
40 H 1.4777 3.2173 2.1279  0.2146
41 H 2.2596 -0.4473 2.8813  0.2641
42 H 3.5914 -1.3676 2.1420  0.2397
43 H 2.6083 -0.3383 1.1352  0.2239
44 O 0.7862 -2.1523 4.1274  -0.5868
45 C 1.5505 -2.6085 4.9500  0.8028
46 O 1.2308 -3.7347 5.6179  -0.5085
47 C 2.1404 -4.4637 6.4553  -0.0677
48 C 2.1494 -3.9065 7.8641  -0.6369
49 C 2.8151 -1.8837 5.3119  -0.7489
50 H 3.1386 -4.5033 6.0124  0.1782
51 H 1.7743 -5.4936 6.4793  0.1981
52 H 2.4989 -2.8720 7.8842  0.2099
53 H 2.7974 -4.5030 8.5102  0.2189
54 H 1.1388 -3.9076 8.2812  0.2202
55 H 2.5959 -1.1392 6.0792  0.2476
56 H 3.1903 -1.3801 4.4195  0.2544
57 H 3.6150 -2.5391 5.6503  0.2194

The calculation puts the HOMO energy at -9.99 eV. The LUMO energy comes out at -0.185 eV. As for the total charge: 0. The calculation puts the total energy at -4088.836162 Eh. The value obtained for the gap between HOMO and LUMO is 9.807 eV. Its SMILES is CC(=O)OCCCB1OB(Br)OB(CC(=O)F)O1.CCOC(C)=O.CCOC(C)=O.

=====

[2]
This record from the OMol25 dataset describes a structure of composition C15H27B3FNO10S2. The level of theory is ωB97M-V/def2-TZVPD.

Each line ends with the natural charge from an NBO analysis.
Cartesian coordinates (Å):
1 C 3.0604 2.4810 0.7117  -0.6220
2 C 3.7586 2.5233 -0.6405  -0.4180
3 C 3.0734 1.6783 -1.6960  -0.1087
4 F 1.8753 2.3132 -2.0734  -0.3720
5 B 2.6771 0.2416 -1.1729  1.1120
6 O 1.4991 0.0733 -0.4671  -0.8726
7 B 0.8759 -1.1137 -0.7986  1.1994
8 C -0.5433 -1.2882 -1.4235  -0.8190
9 C -1.6839 -0.3883 -0.9576  -0.0601
10 O -1.3344 0.3489 0.2245  -0.5077
11 C -2.3164 1.1285 0.6892  0.6686
12 O -3.2922 1.4601 0.0688  -0.6051
13 O 1.6604 -2.2694 -0.6462  -0.8862
14 B 2.9882 -1.9332 -0.6397  1.2452
15 N 3.9163 -2.6913 0.2153  -0.7798
16 C 4.0310 -2.2556 1.3462  0.8833
17 O 4.1793 -1.9039 2.4396  -0.4851
18 O 3.4475 -0.8801 -1.4042  -0.8713
19 H 3.3179 1.5857 1.2711  0.1928
20 H 3.3500 3.3273 1.3209  0.2184
21 H 1.9833 2.4994 0.6062  0.2359
22 H 3.7643 3.5460 -1.0000  0.2210
23 H 4.7789 2.1695 -0.5322  0.2079
24 H 3.6793 1.6062 -2.5947  0.1863
25 H -0.8350 -2.3135 -1.2305  0.2493
26 H -0.4424 -1.1875 -2.5007  0.2549
27 H -2.0121 0.2631 -1.7528  0.1974
28 H -2.5276 -1.0222 -0.7136  0.1957
29 H -2.1803 1.4044 1.7281  0.1344
30 C -0.9113 -7.2046 -2.1251  -0.4065
31 C 0.3969 -6.5055 -1.7260  -0.4010
32 C 0.0251 -5.1266 -1.1655  -0.6810
33 S -1.6257 -5.2939 -0.4771  2.1695
34 O -2.5258 -4.4672 -1.2429  -0.9509
35 O -1.5723 -5.1913 0.9574  -0.9375
36 C -1.8678 -7.0032 -0.9534  -0.6728
37 H -0.7589 -8.2616 -2.3364  0.2255
38 H -1.3223 -6.7381 -3.0226  0.2154
39 H 0.9043 -7.0911 -0.9576  0.2104
40 H 1.0785 -6.4126 -2.5696  0.2251
41 H 0.6978 -4.7974 -0.3791  0.2644
42 H -0.0236 -4.3705 -1.9456  0.2457
43 H -2.9140 -7.1578 -1.2046  0.2557
44 H -1.5911 -7.6205 -0.0998  0.2399
45 C -3.1886 5.7577 1.8460  -0.4071
46 C -2.4022 6.2798 3.0578  -0.4016
47 C -1.1258 5.4353 3.1732  -0.6756
48 S -0.7416 4.8877 1.5033  2.1762
49 O -0.8841 3.4529 1.4492  -0.9588
50 O 0.4551 5.5383 1.0410  -0.9375
51 C -2.1725 5.6177 0.7171  -0.6740
52 H -3.9991 6.4291 1.5685  0.2265
53 H -3.6237 4.7830 2.0753  0.2203
54 H -2.1388 7.3268 2.8987  0.2091
55 H -2.9886 6.2256 3.9733  0.2251
56 H -0.2793 5.9994 3.5542  0.2518
57 H -1.2804 4.5458 3.7801  0.2458
58 H -2.4998 4.9714 -0.0940  0.2647
59 H -1.8690 6.5884 0.3272  0.2382

The calculation puts the HOMO energy at -10.16 eV. The LUMO energy comes out at 0.376 eV. As for the total charge: 0. The calculation puts the total energy at -2366.031441 Eh. The value obtained for the gap between HOMO and LUMO is 10.540 eV.

=====

[3]
This record from the OMol25 dataset describes a structure of composition C15H27CoF9N3O12. The level of theory is ωB97M-V/def2-TZVPD.

Each line ends with the natural charge from an NBO analysis.
Cartesian coordinates (Å):
1 Co -0.2355 0.7045 -0.1834  1.6624
2 C -0.7985 2.3465 2.8356  0.2259
3 O -0.4373 1.6777 4.0607  -0.5066
4 O -0.6675 1.3615 1.8249  -0.3184
5 C -2.0086 3.2808 2.9755  0.9467
6 F -2.5083 3.7519 1.8465  -0.3118
7 F -3.0708 2.6303 3.5470  -0.3195
8 F -1.7122 4.3681 3.6921  -0.3081
9 C 0.4243 2.4054 4.9643  -0.0801
10 C 0.5153 1.7534 6.3533  -0.6283
11 H -0.4567 1.4576 6.7481  0.2211
12 H 1.0845 0.8250 6.3074  0.2132
13 H 0.9288 2.3796 7.1439  0.2207
14 H 0.1114 3.4209 5.2071  0.1791
15 H 1.4443 2.4476 4.5822  0.1765
16 H -0.0145 3.0752 2.6297  0.2294
17 C 1.1270 -2.4458 0.1385  0.3351
18 O 1.0571 -3.2783 1.3447  -0.5381
19 O 0.4081 -1.2687 0.4982  -0.9252
20 C 2.6650 -2.2837 -0.4235  0.9174
21 F 3.0493 -3.4251 -0.9910  -0.3338
22 F 2.7124 -1.4192 -1.4367  -0.3427
23 F 3.6539 -1.9214 0.4475  -0.3430
24 C 1.8896 -4.4878 1.3642  -0.0926
25 C 1.2571 -5.3848 2.3880  -0.6099
26 H 1.2544 -4.8726 3.3502  0.2090
27 H 0.2615 -5.6590 2.0391  0.2063
28 H 1.8135 -6.3070 2.5557  0.2011
29 H 2.9227 -4.3975 1.6998  0.1690
30 H 1.9100 -5.1183 0.4753  0.1705
31 H 0.5776 -3.0364 -0.5945  0.1410
32 C -2.6869 -0.4019 -1.9626  0.3382
33 O -1.6192 -1.2626 -2.3677  -0.5471
34 O -2.1242 0.4050 -0.9988  -0.9497
35 C -3.3411 0.3250 -3.2032  0.9221
36 F -2.4676 1.1951 -3.8224  -0.3648
37 F -3.7174 -0.5154 -4.1382  -0.3177
38 F -4.3780 1.1315 -2.9186  -0.3344
39 C -2.0412 -2.5994 -2.7728  -0.0797
40 C -0.8627 -3.2212 -3.5125  -0.6256
41 H 0.0759 -3.0385 -2.9893  0.2084
42 H -0.9584 -4.2766 -3.7674  0.2180
43 H -0.7692 -2.7877 -4.5082  0.1966
44 H -2.9394 -2.7275 -3.3768  0.1814
45 H -2.2756 -3.2077 -1.8992  0.1734
46 H -3.5554 -0.9334 -1.5736  0.1358
47 C 0.7098 -0.1568 -4.3725  -0.4798
48 N 1.2623 0.6573 -3.2194  0.5628
49 O 0.5520 0.7282 -2.2127  -0.4504
50 O 2.4078 1.0477 -3.3139  -0.3428
51 H -0.3248 0.1765 -4.2910  0.2564
52 H 0.9996 -1.1812 -4.1384  0.2508
53 H 1.0505 0.1964 -5.3458  0.2287
54 C 4.1198 1.5836 0.1413  -0.4766
55 N 2.7605 2.0229 0.5864  0.5549
56 O 1.7379 1.5067 0.0862  -0.4684
57 O 2.6429 2.8404 1.4794  -0.3356
58 H 3.9511 0.5658 -0.2105  0.2616
59 H 4.7301 1.4939 1.0400  0.2434
60 H 4.4858 2.2861 -0.6075  0.2534
61 C -2.9770 3.6109 -1.2377  -0.5084
62 N -1.5299 3.7150 -1.4370  0.5563
63 O -1.1426 4.5644 -2.2330  -0.3657
64 O -0.7833 2.9545 -0.9004  -0.4134
65 H -3.5798 3.4512 -2.1317  0.2586
66 H -3.3535 4.4808 -0.6996  0.2360
67 H -3.2166 2.7905 -0.5613  0.2567

The calculation puts the HOMO energy (spin up / spin down) at -8.74 / -8.42 eV. The LUMO energy (spin up / spin down) comes out at -0.870 / -3.319 eV. As for the total charge: 0. As for the multiplicity: 5. The calculation puts the total energy at -3936.017259 Eh. The value obtained for the gap between HOMO and LUMO (spin up / spin down) is 7.870 / 5.098 eV.

=====

[4]
This record from the OMol25 dataset describes a structure of composition C15H27LaN5O6. The level of theory is ωB97M-V/def2-TZVPD.

Each line ends with the Löwdin charge.
Cartesian coordinates (Å):
1 O 0.3514 -1.7323 -2.7293  -0.5251
2 H 0.8453 -2.3614 -3.2855  0.0170
3 La -0.2192 -0.9074 -0.6834  2.0607
4 N -1.2395 1.2063 -2.2500  -0.0764
5 N 1.1447 1.1958 -1.3398  -0.1953
6 N -1.5667 -1.1293 1.4076  -0.1275
7 N 0.6479 0.1528 1.8420  -0.0068
8 O -1.9665 0.1061 -2.0828  -0.2895
9 O -2.7569 -1.9111 1.2230  -0.0594
10 O 1.7511 0.9463 2.1362  -0.0353
11 O 2.2829 1.4064 -0.7562  -0.0958
12 C 1.0672 1.3327 -2.7062  -0.2819
13 C -0.2452 1.0706 -3.2122  -0.2555
14 C -1.2839 -0.8856 2.6884  -0.2425
15 C -0.0230 -0.2016 2.9461  -0.2398
16 C -0.5409 0.5515 -4.5681  -0.0042
17 H -0.5855 -0.5534 -4.5551  0.0923
18 H 0.2343 0.8667 -5.2731  0.0836
19 H -1.5083 0.9496 -4.9073  0.1047
20 C 2.2743 1.5156 -3.5352  -0.0119
21 H 3.0299 0.7632 -3.2851  0.0974
22 H 2.7323 2.5026 -3.3974  0.1039
23 H 2.0478 1.4150 -4.5957  0.0758
24 C -2.1947 -1.3050 3.7798  0.0057
25 C 0.3740 0.0625 4.3801  0.0050
26 H -2.9414 -2.0221 3.4131  0.0911
27 H -2.7150 -0.4307 4.2038  0.1182
28 H -1.6172 -1.7555 4.5964  0.1007
29 H 1.1589 0.8288 4.4311  0.0893
30 H 0.7401 -0.8693 4.8558  0.1079
31 H -0.4956 0.3925 4.9800  0.0976
32 H -3.0870 -1.7347 0.3161  0.0952
33 H 2.1774 1.1146 1.2554  0.0798
34 C 1.6583 -2.3238 -0.1950  -0.0990
35 H 1.6724 -3.0436 -1.0283  0.0338
36 H 1.5451 -2.9019 0.7251  0.0444
37 H 2.6399 -1.8470 -0.1828  0.0514
38 O -1.8404 -2.8595 -1.5519  -0.1532
39 H -1.3563 -2.7107 -2.4010  0.0322
40 H -1.5779 -3.7720 -1.2763  0.0941
41 N -1.4280 2.3814 0.3372  0.0946
42 C -1.1103 3.0495 1.4782  -0.3441
43 C -2.0829 3.2810 2.4828  -0.0503
44 C -1.7658 4.0258 3.6219  -0.0955
45 C -0.4538 4.4980 3.7986  -0.1079
46 C 0.5418 4.2069 2.8528  -0.0866
47 C 0.2085 3.5081 1.6949  -0.0593
48 H -2.3939 2.1316 0.1560  0.0991
49 H -0.8091 2.3927 -0.4737  0.0497
50 H -3.0974 2.9159 2.3174  0.1035
51 H -2.5476 4.2512 4.3610  0.1075
52 H -0.2104 5.0983 4.6786  0.0993
53 H 1.5721 4.5570 2.9956  0.1115
54 H 0.9559 3.3362 0.9268  0.0957

The calculation puts the HOMO energy (spin up / spin down) at -10.00 / -10.01 eV. The LUMO energy (spin up / spin down) comes out at -6.185 / -4.643 eV. As for the total charge: +1. The calculation puts the total energy at -1344.111480 Eh. The value obtained for the gap between HOMO and LUMO (spin up / spin down) is 3.819 / 5.364 eV.

=====

[5]
This record from the OMol25 dataset describes a cluster of 2 separate species, C15H27N2O3 in total. The level of theory is ωB97M-V/def2-TZVPD.

Each line ends with the natural charge from an NBO analysis.
Cartesian coordinates (Å):
1 C 4.7719 0.4885 1.2725  -0.6337
2 C 3.9892 1.9398 1.5535  -0.2510
3 N 3.3108 2.3438 0.2631  -0.5594
4 C 2.3036 3.4564 0.4464  -0.2391
5 C 0.9939 3.0740 1.3527  -0.4667
6 C -0.2204 2.3227 0.5502  0.0100
7 C -1.7680 2.7188 1.0330  -0.1045
8 C -3.0910 1.9955 0.3414  -0.2301
9 C -2.7517 0.8701 -0.8304  0.0683
10 N -1.3250 0.5560 -1.2596  -0.5228
11 C -0.0740 1.2021 -0.6359  0.0516
12 C 4.4604 2.9173 -0.5923  0.7072
13 C 5.0952 2.1225 -1.9076  -0.7235
14 O 5.0688 4.0999 -0.2975  -0.5575
15 H 5.2984 0.1581 2.2854  0.2330
16 H 3.9901 -0.3651 1.0252  0.2113
17 H 5.5522 0.5515 0.4029  0.2180
18 H 4.8208 2.6869 1.9066  0.2232
19 H 3.2688 1.7310 2.4517  0.2120
20 H 2.0188 3.8488 -0.6404  0.2288
21 H 2.8110 4.3972 0.9781  0.2335
22 H 0.5452 4.1103 1.7399  0.2563
23 H 1.2147 2.4458 2.3150  0.2626
24 H -1.9181 3.5134 1.8870  0.2664
25 H -4.2025 2.2549 0.6896  0.2958
26 H -3.7083 0.3459 -1.3100  0.2923
27 H -1.2309 -0.1912 -2.0121  0.4621
28 H 0.9841 0.8699 -1.0118  0.2893
29 H 6.2446 2.4280 -2.0031  0.2688
30 H 4.5461 2.5146 -2.8638  0.2549
31 H 5.0413 0.9643 -1.7450  0.2360
32 C -4.0839 -5.6557 0.1980  -0.2614
33 O -2.9083 -5.2433 -0.4948  -0.5481
34 C -3.2056 -4.4448 -1.6447  -0.0896
35 C -3.0719 -2.9477 -1.3407  -0.0921
36 O -4.0343 -2.5194 -0.3729  -0.5590
37 C -3.4930 -2.4576 0.9422  -0.2598
38 H -3.7954 -5.9580 1.2072  0.1959
39 H -4.8253 -4.8568 0.2753  0.1782
40 H -4.5239 -6.5140 -0.3172  0.1799
41 H -4.2019 -4.6832 -2.0355  0.1863
42 H -2.4750 -4.7104 -2.4145  0.1912
43 H -3.2714 -2.3871 -2.2599  0.1727
44 H -2.0560 -2.6990 -1.0119  0.1629
45 H -2.9273 -1.5270 1.0619  0.1514
46 H -2.8440 -3.3072 1.1695  0.1960
47 H -4.3229 -2.4607 1.6530  0.2021

The calculation puts the HOMO energy at -11.71 eV. The LUMO energy comes out at -5.134 eV. As for the total charge: +1. The calculation puts the total energy at -922.302924 Eh. The value obtained for the gap between HOMO and LUMO is 6.574 eV.